No. 1
Formula: C38H33N3O5SSb2Y
Source: the OMol25 dataset
Level of theory: wB97M-V/def2-TZVPD

Each line ends with the Löwdin charge.
Atoms and positions in Å:
Y (-0.778, 0.569, -0.095)  1.23
O (-1.665, -0.426, -6.373)  0.11
C (-1.518, -0.272, -5.050)  -0.26
C (-1.405, -1.357, -4.172)  0.09
C (-1.279, -1.079, -2.833)  -0.16
N (-1.238, 0.165, -2.373)  0.05
C (-1.300, 1.201, -3.208)  -0.15
C (-1.457, 1.035, -4.561)  0.11
C (-1.162, 2.546, -2.498)  -0.57
O (-1.513, 3.565, -3.039)  0.11
O (-0.699, 2.412, -1.285)  -0.22
C (-0.998, -2.100, -1.742)  -0.57
O (-0.602, -3.211, -2.029)  0.08
O (-1.088, -1.594, -0.545)  -0.20
H (-1.689, -1.358, -6.615)  0.13
H (-1.396, -2.384, -4.517)  0.14
H (-1.522, 1.889, -5.222)  0.15
C (2.073, 1.894, 2.870)  -0.37
C (1.266, 3.192, 2.865)  -0.36
C (0.505, 3.462, 1.556)  -0.38
Sb (-1.598, 4.112, 1.611)  1.53
C (-1.866, 4.094, 3.734)  -0.42
C (-1.037, 4.897, 4.520)  -0.16
C (-1.231, 5.001, 5.890)  -0.08
C (-2.272, 4.310, 6.498)  -0.08
C (-3.122, 3.530, 5.726)  -0.08
C (-2.922, 3.429, 4.354)  -0.14
C (-2.566, 2.197, 1.239)  -0.44
C (-3.204, 2.051, -0.006)  -0.16
C (-3.719, 0.822, -0.411)  -0.08
C (-3.625, -0.284, 0.428)  -0.08
C (-3.041, -0.151, 1.683)  -0.10
C (-2.527, 1.082, 2.088)  -0.21
Sb (0.782, 0.200, 2.731)  1.48
C (2.075, -1.465, 2.886)  -0.38
C (3.296, -1.409, 3.555)  -0.11
C (4.099, -2.537, 3.645)  -0.07
C (3.682, -3.737, 3.081)  -0.07
C (2.460, -3.807, 2.429)  -0.09
C (1.662, -2.672, 2.327)  -0.16
C (-0.065, 0.234, 4.682)  -0.38
C (0.277, 1.176, 5.648)  -0.11
C (-0.354, 1.177, 6.886)  -0.08
C (-1.334, 0.236, 7.172)  -0.07
C (-1.680, -0.713, 6.217)  -0.08
C (-1.051, -0.708, 4.980)  -0.15
H (2.658, 1.808, 3.786)  0.06
H (2.762, 1.842, 2.026)  0.05
H (1.958, 4.020, 3.042)  0.12
H (0.588, 3.192, 3.721)  0.05
H (0.610, 2.622, 0.863)  -0.03
H (0.973, 4.275, 1.001)  0.05
H (-0.223, 5.456, 4.067)  0.10
H (-0.576, 5.628, 6.482)  0.11
H (-2.428, 4.392, 7.565)  0.11
H (-3.947, 3.004, 6.190)  0.11
H (-3.617, 2.836, 3.775)  0.09
H (-3.265, 2.900, -0.676)  0.11
H (-4.186, 0.728, -1.383)  0.13
H (-3.993, -1.248, 0.102)  0.13
H (-2.975, -1.006, 2.344)  0.12
H (-2.094, 1.166, 3.076)  0.07
H (3.631, -0.484, 4.009)  0.10
H (5.049, -2.483, 4.163)  0.11
H (4.306, -4.618, 3.163)  0.11
H (2.121, -4.747, 2.010)  0.11
H (0.702, -2.744, 1.825)  0.09
H (1.043, 1.918, 5.455)  0.09
H (-0.081, 1.917, 7.628)  0.11
H (-1.825, 0.238, 8.137)  0.11
H (-2.435, -1.457, 6.439)  0.11
H (-1.323, -1.463, 4.248)  0.09
S (2.003, 0.376, -0.547)  0.65
C (2.650, -1.165, -0.880)  -0.75
N (1.860, -2.271, -0.861)  0.09
C (2.302, -3.498, -1.187)  -0.03
C (3.614, -3.656, -1.509)  -0.01
C (4.405, -2.506, -1.466)  -0.07
N (3.947, -1.301, -1.171)  0.09
H (0.886, -2.157, -0.583)  0.08
H (1.553, -4.277, -1.174)  0.14
H (4.019, -4.619, -1.777)  0.12
H (5.463, -2.572, -1.693)  0.13

Largest force on an atom ... 0.6 eV/A
Relative energy (zero: lowest compared OMol25 entry of this formula, charge and spin) ... 23.7 kJ/mol
Electronic energy ... -2925.32212 hartree
Charge ... +1


No. 2
Formula: C38H33NNiOP3S2
Source: the OMol25 dataset
Level of theory: wB97M-V/def2-TZVPD

Each line ends with the Löwdin charge.
Atoms and positions in Å:
Ni (-1.178, 1.161, 1.048)  0.04
S (-0.741, -1.249, -2.239)  0.39
P (0.625, -1.313, -0.819)  0.46
C (0.266, -0.019, 0.371)  -0.43
P (1.441, 0.571, 1.577)  0.56
S (0.555, 2.283, 2.212)  0.52
C (3.123, 1.102, 1.184)  -0.36
C (4.051, 1.312, 2.205)  -0.10
C (5.282, 1.869, 1.899)  -0.06
C (5.578, 2.233, 0.593)  -0.05
C (4.626, 2.093, -0.406)  -0.06
C (3.392, 1.540, -0.110)  -0.09
C (1.478, -0.623, 2.948)  -0.34
C (0.261, -0.939, 3.550)  -0.09
C (0.212, -1.869, 4.573)  -0.05
C (1.379, -2.486, 5.001)  -0.06
C (2.590, -2.184, 4.399)  -0.06
C (2.645, -1.259, 3.368)  -0.11
C (0.551, -2.921, 0.049)  -0.32
C (-0.489, -3.789, -0.267)  -0.10
C (-0.588, -5.014, 0.377)  -0.06
C (0.344, -5.379, 1.337)  -0.07
C (1.386, -4.519, 1.650)  -0.07
C (1.485, -3.293, 1.012)  -0.11
C (2.277, -1.127, -1.579)  -0.35
C (3.437, -1.728, -1.096)  -0.07
C (4.647, -1.515, -1.740)  -0.07
C (4.709, -0.703, -2.861)  -0.07
C (3.553, -0.112, -3.352)  -0.07
C (2.340, -0.323, -2.717)  -0.13
H (3.806, 1.072, 3.231)  0.11
H (6.008, 2.032, 2.685)  0.11
H (6.551, 2.645, 0.357)  0.11
H (4.840, 2.425, -1.413)  0.11
H (2.631, 1.455, -0.874)  0.10
H (-0.645, -0.453, 3.212)  0.08
H (-0.732, -2.112, 5.044)  0.11
H (1.342, -3.209, 5.806)  0.11
H (3.497, -2.675, 4.728)  0.12
H (3.589, -1.044, 2.887)  0.10
H (-1.211, -3.506, -1.020)  0.05
H (-1.397, -5.686, 0.124)  0.11
H (0.259, -6.332, 1.842)  0.11
H (2.124, -4.801, 2.390)  0.11
H (2.290, -2.628, 1.275)  0.07
H (3.409, -2.381, -0.238)  0.08
H (5.544, -1.987, -1.359)  0.11
H (5.657, -0.540, -3.359)  0.11
H (3.594, 0.513, -4.235)  0.11
H (1.433, 0.120, -3.107)  0.07
C (-2.207, 3.760, -0.695)  -0.21
P (-2.497, 1.957, -0.646)  1.02
C (-2.588, 1.479, -2.391)  -0.42
C (-2.064, 2.259, -3.414)  -0.09
C (-2.328, 1.928, -4.736)  -0.07
C (-3.110, 0.824, -5.038)  -0.06
C (-3.607, 0.026, -4.016)  -0.07
C (-3.346, 0.348, -2.698)  -0.19
C (-4.272, 1.863, -0.213)  -0.36
C (-5.194, 2.536, -1.016)  -0.08
C (-6.534, 2.550, -0.672)  -0.06
C (-6.973, 1.875, 0.460)  -0.06
C (-6.071, 1.162, 1.232)  -0.07
C (-4.725, 1.156, 0.896)  -0.11
H (-2.925, 4.212, -1.376)  0.06
H (-1.192, 3.980, -1.024)  0.06
H (-2.353, 4.172, 0.302)  0.04
H (-1.452, 3.124, -3.193)  0.10
H (-1.932, 2.543, -5.533)  0.11
H (-3.336, 0.585, -6.069)  0.11
H (-4.199, -0.850, -4.246)  0.11
H (-3.733, -0.271, -1.899)  0.11
H (-4.865, 3.039, -1.918)  0.11
H (-7.240, 3.086, -1.293)  0.11
H (-8.020, 1.896, 0.730)  0.11
H (-6.414, 0.605, 2.094)  0.11
H (-4.028, 0.576, 1.487)  0.08
O (-2.520, 2.945, 2.514)  0.11
N (-2.100, 1.928, 2.225)  -0.13

Largest force on an atom ... 2.4 eV/A
Relative energy (zero: lowest compared OMol25 entry of this formula, charge and spin) ... 124.6 kJ/mol
Electronic energy ... -4926.29706 hartree
Charge ... +1
Spin multiplicity ... 3


No. 3
Formula: C38H34AlAsN8OSi
Source: the OMol25 dataset
Level of theory: wB97M-V/def2-TZVPD

Each line ends with the Löwdin charge.
Atoms and positions in Å:
Al (0.195, 0.107, -0.266)  0.20
C (5.608, -3.642, -0.669)  -0.07
C (5.384, -3.852, 0.696)  -0.07
C (4.426, -3.127, 1.391)  -0.01
C (3.698, -2.187, 0.681)  -0.11
C (2.603, -1.291, 1.046)  -0.28
N (2.140, -0.618, -0.054)  0.11
C (2.957, -0.967, -1.094)  -0.28
N (2.971, -0.443, -2.300)  0.21
C (2.091, 0.460, -2.687)  -0.24
C (2.257, 1.176, -3.940)  -0.10
C (3.287, 1.195, -4.873)  -0.01
C (3.172, 2.080, -5.930)  -0.07
C (2.061, 2.929, -6.047)  -0.08
C (1.043, 2.913, -5.111)  -0.01
C (1.156, 2.015, -4.056)  -0.10
C (0.374, 1.814, -2.849)  -0.25
N (-0.689, 2.553, -2.581)  0.21
C (-1.147, 2.631, -1.348)  -0.25
N (-0.678, 1.983, -0.243)  0.14
C (-1.345, 2.498, 0.835)  -0.28
N (-1.201, 2.168, 2.097)  0.20
C (-0.349, 1.239, 2.499)  -0.27
N (0.453, 0.441, 1.728)  0.15
C (1.229, -0.290, 2.586)  -0.24
N (2.200, -1.136, 2.283)  0.22
C (0.868, -0.001, 3.959)  -0.11
C (1.347, -0.477, 5.176)  -0.01
C (0.789, 0.041, 6.330)  -0.08
C (-0.218, 1.018, 6.275)  -0.08
C (-0.687, 1.497, 5.066)  -0.02
C (-0.133, 0.965, 3.904)  -0.11
C (-2.290, 3.522, 0.409)  -0.11
C (-3.168, 4.353, 1.094)  -0.02
C (-3.960, 5.207, 0.346)  -0.08
C (-3.873, 5.247, -1.053)  -0.08
C (-2.977, 4.438, -1.732)  -0.01
C (-2.191, 3.579, -0.975)  -0.10
N (0.929, 0.849, -2.061)  0.15
C (3.919, -1.983, -0.674)  -0.10
C (4.875, -2.699, -1.376)  0.00
H (6.360, -4.229, -1.182)  0.10
H (5.964, -4.602, 1.217)  0.10
H (4.246, -3.296, 2.445)  0.11
H (4.143, 0.541, -4.763)  0.11
H (3.956, 2.129, -6.675)  0.10
H (2.008, 3.615, -6.884)  0.10
H (0.186, 3.572, -5.188)  0.11
H (2.126, -1.230, 5.207)  0.11
H (1.143, -0.301, 7.295)  0.10
H (-0.627, 1.406, 7.200)  0.10
H (-1.458, 2.257, 5.016)  0.11
H (-3.231, 4.335, 2.175)  0.11
H (-4.661, 5.863, 0.849)  0.10
H (-4.511, 5.926, -1.606)  0.10
H (-2.876, 4.464, -2.811)  0.11
H (5.027, -2.522, -2.434)  0.12
C (-2.849, -2.067, 2.320)  -0.17
As (-3.189, -0.660, 1.052)  1.06
C (-4.651, -1.129, -0.119)  -0.19
C (-4.107, 0.685, 2.099)  -0.20
O (-1.794, -0.386, 0.183)  -0.50
H (-3.782, -2.553, 2.599)  0.04
H (-2.387, -1.620, 3.200)  0.04
H (-2.162, -2.785, 1.879)  0.03
H (-5.568, -1.105, 0.469)  0.04
H (-4.519, -2.100, -0.575)  0.02
H (-4.700, -0.367, -0.894)  0.05
H (-4.951, 0.156, 2.544)  0.04
H (-4.475, 1.476, 1.450)  0.04
H (-3.464, 1.101, 2.867)  0.02
C (-1.839, -3.103, -1.362)  -0.26
Si (-0.100, -2.391, -1.032)  0.57
C (0.426, -3.586, 0.387)  -0.22
C (0.891, -2.998, -2.558)  -0.22
H (-1.767, -4.126, -1.748)  0.03
H (-2.407, -2.500, -2.081)  0.02
H (-2.391, -3.148, -0.424)  -0.02
H (-0.251, -4.449, 0.409)  0.02
H (0.395, -3.117, 1.377)  0.00
H (1.441, -3.970, 0.244)  0.02
H (1.414, -3.936, -2.331)  0.03
H (1.641, -2.276, -2.892)  -0.01
H (0.219, -3.184, -3.404)  0.02

Largest force on an atom ... 0.6 eV/A
Electronic energy ... -4749.67589 hartree